No. 1
The following is a quantum chemistry calculation of a molecular structure, C2HBr2NO2, from OMol25.

Element x y z (Å)
C 0.0840 0.5250 0.3026
C -1.1344 1.4445 0.7518
N 1.3862 0.9734 0.1802
O 2.2074 0.1094 -0.0773
O 1.6358 2.1566 0.3237
Br -2.8107 0.7003 0.8908
Br -0.8926 3.2252 1.1418
H -0.1369 -0.5104 0.1287

Total charge   0
2S+1   1

***

No. 2
The following is a quantum chemistry calculation of a molecular structure, C2HBrClFO, from OMol25.

Element x y z (Å)
C 0.2936 -0.0885 -0.7007
C 1.6202 -0.7642 -0.4044
O -0.2610 -0.0678 -1.7332
F 2.1442 -1.2120 -1.7370
Cl 1.5806 -1.9769 0.8748
Br 2.6322 0.7979 0.1327
H -0.1313 0.4119 0.1488

Total charge   0
2S+1   1

***

No. 3
The following is a quantum chemistry calculation of C2HBrClFO in the gas phase, from OMol25.

Element x y z (Å)
C -0.9192 0.2433 -0.1238
C 0.4700 -0.4063 0.0909
O -1.4312 0.2534 -1.1972
F 0.8855 -0.9919 -1.0022
Cl 0.8406 -1.2605 1.4861
Br 1.5182 1.4492 0.1023
H -1.3639 0.7127 0.6438

Total charge   0
Structure (SMILES)   O=C[C@](F)(Cl)Br
2S+1   1

***

No. 4
The following is a quantum chemistry calculation of 2 unconnected molecules or ions with the total composition C2HBrF2S, from OMol25.

Element x y z (Å)
C -0.5657 -0.1102 1.2417
C -0.4328 -1.5758 1.4523
F 0.2754 -2.2959 0.5606
F -0.3430 -2.1261 2.6686
S -2.0843 -0.9959 1.0363
Br -0.1340 1.2492 2.5371
H -0.3237 0.0703 -0.5215

Total charge   0
2S+1   1

***

No. 5
The following is a quantum chemistry calculation of C2HBrF3NO in the gas phase, from OMol25.

Element x y z (Å)
C -0.7460 -0.3075 0.0825
C 0.3389 0.4392 -0.7282
N -0.3108 -0.0691 1.6735
O 0.6862 -0.6517 1.9203
F -1.9010 0.3347 -0.0135
F 0.6070 1.6181 -0.2194
F -0.1066 0.5899 -2.0169
Br 1.9965 -0.5340 -0.6284
H -0.5643 -1.4197 -0.0699

Total charge   0
Structure (SMILES)   O=N[C@@H](F)C(F)(F)Br
2S+1   1

***

No. 6
The following is a quantum chemistry calculation of C2HBrN2O2 in the gas phase, from OMol25.

Element x y z (Å)
C 0.0985 0.3589 1.7893
C 0.4004 -0.2234 0.3457
N -0.1219 0.8563 2.7868
N 0.0943 -1.6887 0.4156
O -0.9802 -2.0019 -0.0186
O 0.9196 -2.3961 0.9137
Br 2.2953 0.0506 0.0297
H -0.2118 0.2782 -0.4025

Total charge   0
Structure (SMILES)   N#C[C@@H](Br)[N+](=O)[O-]
2S+1   1

***

No. 7
The following is a quantum chemistry calculation of 2 unconnected molecules or ions with the total composition C2HBrN2O2, from OMol25.

Element x y z (Å)
C -0.8233 0.7030 0.3903
C 0.2012 -2.0532 0.1128
N 0.0543 1.3919 -0.0027
N 1.1763 1.7822 -0.0038
O -0.2429 -2.3556 1.1080
O 0.7284 -1.7623 -0.8320
Br -2.6509 0.5987 0.1287
H 1.5569 1.6954 -0.9013

Total charge   0
2S+1   1

***

No. 8
The following is a quantum chemistry calculation of 2 unconnected molecules or ions with the total composition C2HBrN2O2, from OMol25.

Element x y z (Å)
C 1.2841 1.3824 -0.3694
C -0.6618 -2.2836 0.0507
N 0.1844 1.3523 0.0500
N -0.8664 1.9020 0.3425
O -0.4818 -1.1740 0.1526
O -0.8582 -3.4174 -0.1017
Br 3.0084 0.7690 -0.1395
H -1.6087 1.4692 0.0147

Total charge   0
2S+1   1

***

For reference, maximum force by record: 8.4 3.9 4.1 4.2 3.5 4.2 5.0 5.8 eV/Å.
For reference, energy relative to the best compared isomer or geometry (same formula, charge and spin) by record: 36.19 7.73 6.53 75.27 65.22 69.04 43.34 46.95 kcal per mole.
For reference, DFT total energy by record: -147754.9560 -89418.7050 -89418.7570 -88398.6786 -83819.3457 -79203.6262 -79204.7407 -79204.5844 eV.